Entry from OMol25: the ion CHN2O3 with charge -1 (ωB97M-V/def2-TZVPD).

Last columns: bonded neighbours and bond lengths (Å).
Atoms and positions in Å:
1 O -0.468 -3.285 0.997  C2 1.245
2 C -0.653 -2.561 0.001  O1 1.245, O3 1.223, N4 1.576
3 O -0.676 -2.713 -1.212  C2 1.223
4 N -0.970 -1.062 0.368  C2 1.576, N5 1.395, O6 1.409
5 N -0.203 -0.414 1.337  N4 1.395, O6 1.393, H7 1.021
6 O -0.014 -0.097 -0.007  N4 1.409, N5 1.393
7 H -0.569 0.493 1.634  N5 1.021

Results
relative energy (zero: lowest compared OMol25 entry of this formula, charge and spin)	218.0	kJ/mol
charge	-1
SMILES	O=C([O-])n1[nH]o1

---

Entry from OMol25: the ion CHN2O3 with charge -1 (ωB97M-V/def2-TZVPD).

Last columns: bonded neighbours and bond lengths (Å).
Atoms and positions in Å:
1 C -0.564 1.041 0.174  N3 1.555, O4 1.236, O5 1.221
2 N 0.948 -0.952 0.064  N3 1.443, O6 1.413, H7 1.055
3 N -0.225 -0.322 -0.493  C1 1.555, N2 1.443, O6 1.407
4 O 0.377 1.571 0.774  C1 1.236
5 O -1.693 1.436 -0.068  C1 1.221
6 O -0.343 -1.469 0.314  N2 1.413, N3 1.407
7 H 1.498 -1.304 -0.764  N2 1.055

Results
⟨S²⟩	2.011
energy	-10167.9102	eV
multiplicity	3
charge	-1

---

Entry from OMol25: a cluster of 2 separate species, CHN2O3 in total (ωB97M-V/def2-TZVPD).

Last columns: bonded neighbours and bond lengths (Å).
Atoms and positions in Å:
1 C -0.840 -0.374 -0.859  N2 1.172, O4 1.172
2 N -1.449 -0.563 -1.843  C1 1.172, H7 0.993
3 N 1.550 0.593 1.645  O5 1.092, O6 1.095
4 O -0.076 -0.157 0.003  C1 1.172
5 O 0.720 1.234 1.951  N3 1.092
6 O 2.418 -0.024 1.393  N3 1.095
7 H -2.323 -0.710 -2.290  N2 0.993

Results
relative energy (zero: lowest compared OMol25 entry of this formula, charge and spin)	171.0	kJ/mol
charge	+1